Entry 1:
Molecular formula: C30H26GeN3O4RhS2
Method: DFT, ωB97M-V/def2-TZVPD

XYZ file:
```
67
Properties=species:S:1:pos:R:3:forces:R:3
H 5.006 -5.624 -1.606 0.0 0.0 0.0
C 1.569 0.391 5.273 0.0 0.0 0.0
C -0.621 4.257 -0.201 0.0 0.0 -0.1
C -4.228 1.045 -0.090 -0.1 0.0 0.1
C 4.374 -3.581 -1.472 0.0 0.0 0.0
H 1.958 0.620 1.916 -0.1 0.0 0.1
S -3.862 0.061 1.281 0.0 0.2 0.2
O -2.011 0.883 -0.808 0.0 -0.1 -0.1
N -2.007 -2.328 -0.214 0.0 0.3 -0.2
H -1.335 1.879 4.378 0.0 0.0 0.0
O -1.065 -1.809 3.321 -0.1 0.0 0.0
H 2.215 2.748 0.899 0.0 0.0 0.0
C 5.448 -4.628 -1.548 0.0 0.0 0.0
N -0.129 -1.206 -0.438 0.0 0.1 0.2
C -0.911 -2.195 -0.978 0.2 -0.1 0.1
H -3.515 -4.901 -1.696 0.0 0.0 0.0
H 3.140 -0.184 3.928 0.0 0.0 0.0
C 2.899 -2.185 -0.159 0.0 0.0 0.0
O 1.505 0.558 -0.309 0.0 0.2 0.0
H -1.701 4.152 -0.180 0.0 0.0 0.0
H 0.145 -2.882 -2.732 0.0 0.0 0.0
C 3.903 -3.132 -0.237 0.0 0.0 0.0
H 1.770 6.339 -1.367 0.0 0.0 0.0
C 2.135 4.562 -0.225 0.0 0.1 0.0
C -3.471 2.079 -2.092 0.0 0.0 0.0
O 0.697 -0.115 -2.569 0.0 0.0 0.0
Ge -0.700 1.975 1.468 0.3 0.3 0.3
H 4.338 -3.526 0.673 0.0 0.0 0.0
C 1.500 0.727 2.894 0.1 0.0 -0.1
H -6.732 2.741 -1.612 0.0 0.0 0.0
C -1.306 -1.268 2.365 0.3 0.2 -0.2
C 0.188 3.314 0.432 -0.1 -0.1 -0.2
H 2.542 -1.834 0.801 0.0 0.0 0.0
H 6.071 -4.491 -2.431 0.0 0.0 0.0
N -3.264 1.328 -0.983 0.1 0.1 0.0
C -2.778 -4.133 -1.514 0.0 0.0 0.0
C -0.352 1.433 4.273 0.0 0.0 0.0
C 0.316 0.974 5.399 0.0 0.0 0.0
H -3.788 -3.287 0.196 0.0 0.0 0.0
C 1.323 5.492 -0.863 0.0 0.0 0.0
H -6.284 1.354 0.393 0.0 0.0 0.0
C 3.814 -3.051 -2.631 0.0 0.0 0.0
H -2.594 2.201 -2.711 0.0 0.0 0.0
H 2.086 0.030 6.152 0.0 0.0 0.0
C -2.931 -3.260 -0.465 0.0 0.1 0.0
H 2.382 -1.677 -3.470 0.0 0.0 0.0
S 1.080 -0.463 -1.230 0.0 -0.2 0.0
C 2.162 0.269 4.022 0.0 0.0 0.1
H 3.210 4.685 -0.233 0.0 0.0 0.0
C -0.055 5.343 -0.851 0.0 0.0 0.0
Rh -1.702 -0.364 0.723 -0.5 -0.8 -0.1
H -0.686 6.073 -1.340 0.0 0.0 0.0
C -4.707 2.596 -2.341 0.0 0.0 0.0
C -1.658 -3.990 -2.338 0.0 0.0 0.0
H 4.180 -3.377 -3.597 0.0 0.0 0.0
H -1.530 -4.653 -3.184 0.0 0.0 0.0
C 2.804 -2.103 -2.569 0.0 0.0 0.0
C -5.506 1.573 -0.324 0.0 0.0 0.0
H 6.089 -4.602 -0.667 0.0 0.0 0.0
C 1.573 3.473 0.417 0.0 -0.1 0.0
C 0.241 1.317 3.017 0.0 0.0 -0.1
C -0.714 -3.017 -2.094 0.0 0.0 0.0
H -2.122 2.476 1.769 0.0 0.0 0.0
C -5.745 2.339 -1.435 0.0 0.0 0.0
C 2.350 -1.680 -1.331 0.0 0.0 0.0
H -4.864 3.189 -3.229 0.0 0.0 0.0
H -0.142 1.070 6.375 0.0 0.0 0.0
```
Positions in Å, forces in eV/Å.

Output
Total charge: +1
Spin multiplicity: 2
E_LUMO (alpha / beta) (eV): -3.41 / -5.33
HOMO-LUMO gap (alpha / beta) (eV): 7.668 / 5.734
Total energy (Eh): -4607.62595
Energy relative to the best compared isomer or geometry (same formula, charge and spin) (kcal per mole): 5.7


Entry 2:
Molecular formula: C30H27ClF5IN2O5P
Method: DFT, ωB97M-V/def2-TZVPD

XYZ file:
```
72
Properties=species:S:1:pos:R:3:forces:R:3
F 5.099 2.083 7.125 2.6 -0.5 -4.3
C 2.236 -0.725 1.949 -0.7 0.2 0.7
C -4.195 -2.522 2.134 0.6 -0.2 -0.4
C 2.347 3.765 3.637 3.1 -2.6 -0.5
O 3.142 2.609 -4.305 -1.3 -0.7 4.9
C -6.801 -2.191 -2.064 4.1 -2.3 -0.1
C -0.137 -0.137 -1.495 0.4 -0.7 1.3
O 4.822 1.438 -2.842 -2.2 3.2 2.1
C 0.815 0.918 -2.343 0.3 -0.5 1.1
C -2.922 -3.282 1.416 0.6 -0.1 -0.9
C 0.549 0.644 -5.100 2.2 -0.4 -0.3
C -3.937 -2.422 -1.552 -3.6 -1.8 -1.9
C 0.354 -0.675 -0.011 0.1 0.3 -0.3
H -4.092 -1.147 3.960 0.6 0.4 -2.4
H 5.720 1.024 2.826 -2.0 1.5 0.3
H 3.020 4.659 -2.681 1.0 -1.5 0.7
H 2.042 -0.997 -4.577 -2.4 0.2 -0.4
H 0.662 2.674 -3.956 -0.2 -2.8 0.4
C 3.401 3.343 4.860 1.0 -1.6 -2.9
H 3.280 3.749 5.973 0.1 -0.9 -2.8
H -0.879 1.811 -3.573 2.4 -1.2 -0.5
F 7.065 2.547 5.701 -4.6 -2.3 0.7
H -5.728 -5.458 -3.084 0.1 2.8 1.2
C 1.839 -0.094 0.498 -0.4 0.9 -2.6
C -2.010 -2.291 0.474 3.0 2.8 -2.2
H 1.539 1.066 -5.618 -2.4 -0.8 1.3
Cl -2.320 -0.479 -3.605 1.3 -0.3 2.5
H -3.362 -4.114 0.693 1.0 1.7 1.6
H 0.756 -1.616 -5.808 0.0 1.7 2.3
F 4.915 0.159 0.532 -2.5 3.4 -0.5
C 5.742 1.875 5.799 0.0 -1.1 0.0
C -4.508 0.120 2.030 2.1 4.5 -2.0
H 1.485 -0.248 2.745 1.6 -0.8 -1.8
H -4.995 -2.331 1.270 1.7 -0.4 2.2
C 2.495 3.168 2.081 3.0 -1.3 3.6
H -2.178 -3.798 2.185 -1.7 1.2 -1.6
H -0.187 -2.063 2.029 -0.6 1.0 -2.8
H 1.470 4.477 3.942 1.9 -1.5 -0.8
H -4.607 -3.252 2.970 0.7 1.6 -2.0
C -4.117 -3.974 -2.150 -2.9 3.4 0.6
C -3.727 -1.104 2.834 -1.5 0.0 0.2
P 3.324 2.420 -2.768 3.8 1.5 -6.6
C 4.075 1.405 0.351 1.9 0.8 2.2
C 0.876 -0.943 -4.829 1.2 -0.2 -0.1
H 1.738 3.457 1.221 1.8 -0.7 2.1
O 3.579 4.019 -2.126 -1.5 -2.9 -0.8
C -0.542 -1.714 0.947 -2.0 0.5 -2.7
C 0.269 1.555 -3.790 -1.0 1.4 1.1
H 5.606 2.060 -2.706 -1.4 -1.0 -0.1
O -3.842 1.166 1.475 -4.6 -6.8 3.4
H 3.306 -0.544 2.347 -1.9 -0.1 -1.1
F 6.004 0.402 5.664 -0.7 4.8 0.6
C -5.363 -1.603 -1.577 0.4 -1.5 -0.4
H 2.036 -1.896 2.011 0.5 2.6 -0.7
C 4.685 2.323 4.600 -3.0 1.3 -3.6
N 2.208 1.390 -1.834 -2.1 -2.0 2.6
C -2.488 -1.808 -1.029 1.8 0.8 0.8
H -2.567 -0.937 2.863 -2.5 -0.1 -0.4
C -1.565 -0.771 -1.969 -0.7 -1.7 2.5
C 3.750 2.143 1.832 -0.3 0.4 3.4
C -5.628 -4.358 -2.625 1.0 1.3 0.8
O -5.989 0.000 1.962 4.1 0.9 -0.6
C 2.742 0.974 -0.434 -3.8 -3.5 1.7
N -6.900 -3.584 -2.587 4.9 2.5 1.8
H -5.347 -0.473 -1.205 0.0 -2.7 -0.9
H -6.314 0.695 1.317 0.8 -0.8 1.1
H 0.330 -1.421 -3.917 0.8 0.9 -1.9
H -7.773 -1.506 -2.029 2.4 -1.8 -0.1
I -0.954 0.942 -6.733 0.8 -0.1 1.3
C 4.821 1.741 3.039 -2.3 2.2 1.4
F 5.022 2.389 -0.153 -2.4 -2.5 -0.2
H -3.196 -4.727 -2.216 -2.4 1.8 0.1
```
Positions in Å, forces in eV/Å.

Output
Total charge: +1
E_LUMO (eV): -5.54
HOMO-LUMO gap (eV): 5.883
Total energy (Eh): -3242.24567


Entry 3:
Molecular formula: C30H27F6I2NO9P2S6Zr
Method: DFT, ωB97M-V/def2-TZVPD

XYZ file:
```
84
Properties=species:S:1:pos:R:3:forces:R:3
F -0.284 4.853 -1.975 0.0 0.0 0.0
C 1.642 -2.365 -3.557 -0.1 0.0 0.0
H 0.335 0.317 8.130 0.0 0.0 0.0
C -1.822 -4.469 1.299 0.0 0.0 0.0
C -0.126 0.279 7.151 0.0 0.0 0.0
C -1.992 -0.303 5.761 -0.1 0.0 0.0
C -4.468 -1.505 0.644 0.0 0.1 0.0
C -1.296 0.175 4.651 -0.1 0.0 0.0
H 3.308 -3.082 1.785 0.0 0.0 0.0
S -1.107 0.401 -2.428 -0.1 0.0 -0.1
P -2.017 0.120 3.019 0.0 -0.1 0.0
H -4.839 -0.611 3.603 0.0 0.0 0.0
N 2.679 3.374 -0.043 0.0 -0.1 -0.1
H -1.136 -6.485 1.520 0.0 0.0 0.0
H -6.884 0.726 3.574 0.0 0.0 0.0
Zr -0.290 0.596 -0.032 -0.6 0.4 0.0
S -2.168 2.247 -0.380 -0.1 0.0 -0.1
H -2.567 2.833 2.391 0.0 0.0 0.0
C -2.347 1.545 -1.983 0.0 0.1 -0.1
O 0.704 -1.111 0.576 0.3 0.0 0.1
S -3.606 1.929 -2.962 0.0 0.0 0.0
H 3.371 -1.796 0.533 0.0 0.0 0.0
F 2.667 2.425 3.438 0.0 0.0 0.0
C -5.939 1.191 3.326 0.0 0.0 0.0
C -2.453 -3.555 0.462 0.0 0.0 0.0
H -5.148 -3.279 1.667 0.0 0.0 0.0
H -1.924 -7.187 -0.714 0.0 0.0 0.0
H -2.996 -0.702 5.656 0.0 0.0 0.0
H -4.640 4.164 2.345 0.0 0.0 0.0
C -4.776 0.439 3.346 0.0 0.0 0.0
C -4.677 3.123 2.637 0.0 0.0 0.0
C -5.437 -2.358 1.172 0.0 0.0 0.0
H 2.380 -3.263 0.259 0.0 0.0 0.0
C 0.652 4.830 -1.040 0.0 0.0 0.0
C -1.404 -0.253 7.011 0.0 0.0 0.0
H -3.377 -3.235 -1.459 0.0 0.0 0.0
I 0.178 -3.457 -2.468 0.1 0.0 0.0
H -7.535 -2.691 1.442 0.0 0.0 0.0
O -1.024 0.668 2.025 0.0 0.2 0.0
C -1.635 -5.776 0.873 0.0 0.0 0.0
S 1.393 -1.769 1.767 0.1 0.3 0.0
O 2.893 0.879 0.278 0.3 -0.3 0.0
F 3.982 3.689 2.279 0.0 0.0 0.0
H -4.079 0.315 -0.438 0.0 0.0 0.0
H -3.043 -5.561 -2.204 0.0 0.0 0.0
O 0.517 -2.776 2.322 0.0 0.0 0.0
H -6.460 0.868 -0.700 0.0 0.0 0.0
C -7.144 -0.868 0.372 0.0 0.0 0.0
H -8.193 -0.622 0.262 0.0 0.0 0.0
F 4.398 1.578 2.456 0.0 0.0 0.0
C 2.760 -2.563 1.001 0.0 -0.1 0.1
C -6.179 -0.031 -0.166 0.0 0.0 0.0
H 0.514 1.048 3.912 0.0 0.0 0.0
C -3.558 1.028 3.007 0.0 0.0 0.0
H 2.441 -3.046 -3.818 0.0 0.0 0.0
I 2.483 -0.736 -2.498 0.0 -0.1 0.0
O 1.006 2.029 1.296 0.4 -0.4 -0.1
C -2.705 -5.256 -1.222 0.0 0.0 0.0
S 1.780 3.398 -1.353 -0.1 0.3 0.1
H -1.441 -4.170 2.265 0.0 0.0 0.0
C -2.075 -6.168 -0.383 0.0 0.0 0.0
H -1.938 -0.622 7.877 0.0 0.0 0.0
C -6.776 -2.033 1.040 0.0 0.0 0.0
O 2.494 3.726 -2.534 0.1 0.0 0.0
H -3.168 -2.018 3.266 0.0 0.0 0.0
O 1.882 -0.766 2.678 0.0 -0.1 0.0
H 1.152 -1.978 -4.442 0.0 0.0 0.0
C -5.887 2.531 2.967 0.0 0.0 0.0
C -2.894 -3.951 -0.803 0.0 0.0 0.0
F 1.356 5.957 -1.087 0.0 0.0 0.0
S 2.414 2.106 0.841 -0.2 0.3 0.0
O -1.911 -0.891 0.043 0.1 0.0 0.0
O 0.890 2.241 -1.394 0.0 -0.3 0.1
P -2.727 -1.836 0.881 0.0 -0.1 0.1
H -1.424 -2.134 2.865 0.0 0.0 0.0
C -3.510 2.376 2.662 0.0 0.0 0.0
C 0.562 0.758 6.048 0.0 0.0 0.0
C -4.834 -0.342 -0.026 0.0 0.0 0.0
H -6.798 3.116 2.938 0.0 0.0 0.0
C 3.444 2.486 2.363 -0.2 0.0 0.0
C -2.364 -1.615 2.649 0.0 0.0 -0.2
C -0.019 0.707 4.788 0.0 0.0 0.0
H 1.559 1.163 6.159 0.0 0.0 0.0
F 0.085 4.726 0.157 0.0 0.0 0.0
```
Positions in Å, forces in eV/Å.

Output
E_LUMO (eV): -0.03
HOMO-LUMO gap (eV): 7.409
Total energy (Eh): -6205.08349
Energy relative to the best compared isomer or geometry (same formula, charge and spin) (kcal per mole): 14.3